# 1
60
Properties=species:S:1:pos:R:3:forces:R:3 method="wB97M-V/def2-TZVPD" spin_multiplicity=1 e_lumo_ev=-5.98 orbital_gap_ev=1.27 homo_ha=-0.2662
C -2.0799 -2.1830 1.8626 -0.42 0.14 -1.05
C -1.6531 -3.4782 1.0616 -1.06 -0.62 0.56
O -0.2566 -3.6318 0.8652 -0.89 0.85 -0.39
C 0.2785 -2.6533 -0.0199 2.24 0.09 -0.77
C 0.5325 -3.1722 -1.4797 -1.45 -0.16 -0.07
C -0.8681 -3.3447 -2.1701 0.30 -1.13 0.00
C -0.8590 -3.3263 -3.7339 1.46 0.03 0.48
C -0.9179 -1.8845 -4.3625 -2.72 -0.71 -0.30
C -1.8539 -0.8429 -3.6689 1.40 -0.82 0.39
P -3.5187 -1.5310 -3.3309 0.49 1.74 -0.02
S -4.2006 -2.3529 -5.0082 -0.96 -0.03 -1.10
H -2.7038 -2.3903 2.7642 0.77 0.07 -0.48
H -1.2032 -1.5384 2.0807 -0.35 -0.72 0.17
H -2.7505 -1.5885 1.1753 0.45 -0.57 0.49
H -1.9998 -4.3624 1.6460 0.47 0.59 -0.41
H -2.2376 -3.5127 0.1086 0.66 0.06 0.62
H -0.3140 -1.7109 -0.0907 0.07 -0.60 0.24
H 1.2796 -2.3718 0.3869 -0.90 -0.19 -0.15
H 1.1437 -2.4562 -2.0841 -0.21 -0.27 0.69
H 1.0418 -4.1662 -1.4852 -0.15 0.90 0.16
H -1.2379 -4.3601 -1.8715 0.12 0.84 -0.18
H -1.5634 -2.6163 -1.7050 0.38 -0.33 -0.65
H 0.1204 -3.7813 -4.0521 -0.80 0.16 0.21
H -1.6411 -4.0193 -4.1297 0.31 0.98 0.12
H 0.0921 -1.4032 -4.4860 0.00 -1.14 0.03
H -1.3060 -2.0112 -5.4057 0.69 0.15 0.59
H -1.3542 -0.6127 -2.6820 -0.94 -0.11 -0.37
H -3.5717 -2.4889 -2.2747 -0.17 0.30 -0.15
H -4.3254 -0.4257 -2.8960 0.41 -0.63 0.18
Al 0.9149 0.2521 -4.3951 -1.15 0.37 -0.04
O -1.3280 0.3268 3.5586 -0.28 0.41 0.86
H -0.6122 0.7759 4.0520 0.10 -0.13 -0.31
H -2.0830 0.3372 4.1776 0.31 -0.23 0.33
O 2.2213 -0.2128 0.4523 0.60 -2.32 3.38
C 2.5167 -0.4620 1.7134 1.20 -3.20 -2.36
C 2.0724 0.8225 2.6327 -0.95 3.00 2.81
O 2.3743 0.5869 3.8663 -0.41 -0.01 -1.53
H 3.5758 -0.6407 1.9505 0.14 0.88 -0.13
H 2.0330 -1.3393 2.1748 -0.80 0.51 0.03
H 1.0013 0.9901 2.4008 -0.32 -0.83 0.01
H 2.5441 1.6996 2.1555 1.00 -0.35 -0.01
Cs 1.9719 1.5904 -0.9554 -0.43 3.02 -1.96
O -3.4089 5.4144 -1.7510 0.22 -0.41 0.30
Cl -2.8574 4.4424 -0.8404 -0.39 0.66 -0.32
O -3.4367 4.6136 0.4738 0.11 -0.25 0.08
O -1.4199 4.6167 -0.7553 0.37 -0.22 0.09
O -3.1390 3.1025 -1.3219 0.11 -0.38 0.13
C 2.8002 6.2535 2.6159 -0.05 0.34 -0.18
Cl 3.7495 7.7393 2.6822 -0.07 -0.20 0.04
Cl 1.5178 6.3822 1.4066 -0.01 -0.11 0.09
Cl 3.8442 4.8661 2.2668 -0.23 -0.07 -0.03
H 2.3411 6.0973 3.5855 0.07 -0.02 -0.06
Cl -6.4903 -2.4137 -5.0262 0.32 2.45 0.09
Al -2.5097 0.6433 1.8821 -0.23 0.78 -0.80
Cl -5.1305 -4.6564 -4.6652 1.44 -2.44 0.61
C 7.2440 4.4134 4.4228 0.17 -0.29 0.12
O 7.0933 5.6512 4.5848 0.46 -0.38 0.48
O 6.4751 3.9125 3.4059 -0.10 0.77 -0.01
O 7.9662 3.6200 5.0406 -0.13 0.47 0.03
H 6.0863 4.7916 3.1944 -0.28 -0.72 -0.59

***

# 2
55
Properties=species:S:1:pos:R:3:forces:R:3 method="wB97M-V/def2-TZVPD" charge=-1 spin_multiplicity=1 e_lumo_ev=2.15 orbital_gap_ev=7.83 e_above_lowest_kcal_mol=38.4 homo_ha=-0.2089
C 4.9879 -0.7075 0.8198 -0.12 0.65 -0.35
Ta 3.5191 0.4494 -0.5369 -0.27 1.13 -1.32
S 1.9391 0.5171 1.4393 0.42 0.50 0.28
C 5.1057 0.4401 -2.1919 0.45 0.78 0.75
C 6.3281 1.3743 -1.9732 0.15 -0.49 -1.10
O 6.7416 1.4935 -0.5737 0.78 -0.03 -0.76
C 8.0992 1.4195 -0.5645 -0.35 1.03 -0.53
O 8.7002 0.5558 -0.0397 0.83 -1.45 1.26
O 2.1311 1.4435 -1.8000 0.13 -0.55 2.51
B 1.2213 2.2501 -1.0826 0.73 0.01 -0.07
O -0.0701 1.8815 -0.7396 1.28 -0.61 -0.37
O 1.6654 3.5644 -0.7175 -0.58 -0.41 -0.77
N 2.7598 -1.4737 -1.3000 -1.66 -1.06 3.11
C 3.3762 -2.5949 -0.7137 -0.43 0.93 -0.44
O 4.3292 -3.0516 -1.2080 2.12 -1.31 -0.63
F 2.8914 -3.1903 0.4036 -0.67 0.68 -0.27
C 1.3436 -1.5688 -1.3098 0.83 -0.07 -0.07
O 0.7538 -1.4041 -2.2979 -1.62 0.46 -2.01
F 0.6192 -1.8993 -0.2083 1.08 -0.02 0.37
H 4.4619 -1.2714 1.6141 0.32 0.00 -0.50
H 5.6950 -1.3377 0.2389 -0.47 0.16 0.41
H 5.6294 0.0421 1.3399 -0.48 -0.28 -0.35
H 4.1783 2.0716 0.0108 -0.08 -0.56 -0.12
H 2.5809 1.2568 2.3905 -0.08 -0.35 -0.60
H 4.6416 0.7388 -3.1585 0.08 -0.20 0.61
H 5.4693 -0.6047 -2.2965 -0.28 0.48 0.13
H 7.1908 0.9124 -2.5154 -0.46 0.39 0.25
H 6.2095 2.3890 -2.4014 -0.30 -0.43 0.36
H 8.7159 2.1983 -1.0837 -0.99 0.14 -0.08
H -0.2050 1.9119 0.2188 -0.36 0.31 -0.37
H 1.6223 4.0773 -1.5385 0.32 0.08 0.39
C -4.1073 0.7589 0.1776 0.18 0.31 -0.14
C -3.5520 2.1549 0.0757 0.51 -0.14 -0.01
O -2.3846 2.4054 0.3145 -0.44 0.19 0.33
N -4.4040 3.1553 -0.2990 -0.06 -0.23 0.04
C -5.8121 3.0590 -0.6222 0.35 0.46 -0.01
H -3.3126 0.0821 0.4832 0.05 0.14 -0.02
H -4.8972 0.7194 0.9183 -0.07 -0.02 -0.16
H -4.4858 0.4337 -0.7940 -0.14 -0.03 0.08
H -3.9622 4.0602 -0.3463 -0.01 -0.04 -0.01
H -5.9637 3.4133 -1.6449 -0.24 -0.10 0.00
H -6.3744 3.7023 0.0589 -0.23 -0.12 -0.07
H -6.1771 2.0398 -0.5369 0.09 0.01 0.04
C -5.9001 -2.5901 3.3988 0.01 0.03 0.08
C -5.7393 -2.0681 1.9934 0.03 0.25 -0.21
O -5.8474 -0.8806 1.7257 -0.39 -0.40 0.32
N -5.4644 -2.9642 1.0102 -0.14 0.04 0.33
C -5.2973 -4.4001 1.1218 0.08 0.27 -0.48
H -6.1146 -1.7575 4.0641 0.03 0.04 -0.13
H -6.7310 -3.2961 3.4477 0.11 -0.10 0.05
H -4.9792 -3.0713 3.7318 -0.09 -0.12 0.02
H -5.3695 -2.5417 0.0991 0.06 -0.04 0.03
H -4.2993 -4.6648 0.7685 -0.03 -0.20 0.11
H -6.0369 -4.8896 0.4849 0.04 -0.20 0.12
H -5.4195 -4.7437 2.1442 0.00 0.09 -0.01

***

# 3
53
Properties=species:S:1:pos:R:3:forces:R:3 method="wB97M-V/def2-TZVPD" charge=+2 spin_multiplicity=1 e_lumo_ev=-6.71 orbital_gap_ev=4.64 homo_ha=-0.4172
N -1.1079 2.6065 -0.4816 -0.33 0.06 -0.32
C -1.7618 3.1210 -1.6537 0.34 0.31 0.67
N -0.7044 3.4095 -2.6706 -0.77 -0.09 -0.07
C -0.5421 2.6282 -3.7230 0.48 0.12 -0.17
C 0.4560 2.9300 -4.6344 0.08 -0.03 -0.20
C 1.2337 4.0269 -4.3916 -0.14 -0.20 -0.09
C 0.9774 4.7617 -3.2365 0.33 0.22 -0.11
N 0.0166 4.4722 -2.3945 -0.01 -0.10 0.17
H -0.8085 3.3521 0.1312 -0.12 0.00 0.22
H -1.6544 1.9161 0.0105 -0.11 0.07 0.14
H -2.4763 2.4304 -2.0732 0.01 -0.30 -0.17
H -2.2645 4.0613 -1.4674 -0.07 0.29 -0.20
H -1.1825 1.7775 -3.8505 -0.30 -0.13 0.17
H 0.6002 2.3202 -5.5070 -0.02 -0.18 -0.16
H 2.0145 4.3191 -5.0696 0.21 0.10 -0.09
H 1.5851 5.6201 -3.0126 -0.04 0.26 0.28
C 0.8934 1.4789 3.2791 0.01 0.02 -0.07
O 1.5472 1.1293 2.0434 -0.02 -0.01 0.19
H 1.5008 1.0781 4.0835 0.06 -0.03 -0.04
H 0.8241 2.5618 3.3866 0.01 -0.01 0.05
H -0.1048 1.0381 3.3265 0.01 0.00 0.04
H 1.0105 1.4865 1.3181 -0.45 0.40 1.55
C 4.9776 -1.0829 1.7339 0.59 -0.34 -0.24
F 5.0494 -2.0376 0.8093 -0.13 0.01 0.02
F 6.1631 -0.9508 2.3049 -0.09 -0.01 0.17
F 4.6425 0.0598 1.1559 -0.21 0.07 0.03
S 3.6981 -1.5136 2.9824 -0.74 1.47 -0.40
O 4.2814 -2.8667 3.5128 0.03 -0.21 0.23
O 2.4978 -1.7373 2.2486 0.04 -0.73 -0.16
O 3.7154 -0.4763 3.9529 0.26 -0.22 0.30
C -1.5078 -1.2523 -0.8466 -0.02 -0.25 -0.07
N -1.5910 -2.6269 -0.2577 -0.07 -0.02 -0.08
C -0.2786 -3.3109 -0.4996 -0.02 0.00 0.09
C -2.6761 -3.3996 -0.9299 0.02 0.01 0.07
C -1.7959 -2.5755 1.2414 0.07 0.18 0.02
C -3.0898 -1.9713 1.7313 -0.26 0.25 -0.09
O -3.1862 -0.6052 1.3305 0.07 -0.13 -0.06
H -1.0855 -1.3346 -1.8462 0.10 -0.05 0.05
H -2.5004 -0.8219 -0.9048 0.00 0.05 0.19
H -0.8488 -0.6708 -0.2053 -0.05 0.12 -0.15
H -0.1125 -3.3705 -1.5711 0.01 -0.01 -0.02
H -0.3220 -4.3086 -0.0709 0.03 -0.01 0.00
H 0.5094 -2.7283 -0.0267 0.03 -0.01 0.02
H -3.6174 -2.8723 -0.8118 -0.02 0.00 0.01
H -2.7353 -4.3869 -0.4786 -0.01 -0.03 -0.03
H -2.4332 -3.4845 -1.9856 0.00 -0.02 -0.02
H -0.9472 -2.0156 1.6356 0.04 -0.03 0.02
H -1.7341 -3.6054 1.5891 0.02 -0.01 0.05
H -3.0764 -2.0321 2.8218 0.06 -0.19 0.01
H -3.9574 -2.5332 1.3747 0.03 -0.06 0.03
H -3.9974 -0.2445 1.7033 0.00 0.05 0.05
Br 4.5796 -2.9892 5.3275 0.11 -0.14 -0.01
Mg 1.3264 1.2202 -0.4341 0.95 -0.48 -1.80

***

# 4
43
Properties=species:S:1:pos:R:3:forces:R:3 method="wB97M-V/def2-TZVPD" charge=+1 spin_multiplicity=2 e_lumo_ev="-5.70 / -5.70" orbital_gap_ev="5.27 / 5.84" homo_ha="-0.4029 / -0.4240"
C 0.4413 0.7123 -5.3454 -0.08 0.38 -0.06
C 0.8698 -0.5353 -4.3724 -4.10 0.37 -1.26
F 0.2849 -0.2797 -3.0263 2.45 -0.95 -3.33
N 2.3483 -0.8533 -4.3460 -0.26 -0.50 2.49
C 3.1379 0.1580 -3.5420 2.35 2.09 1.24
Br 3.1124 -1.1417 -6.0497 -0.33 -0.16 -0.10
H -0.3547 0.3012 -6.1251 1.71 0.99 1.85
H -0.0196 1.5850 -4.6923 0.87 -2.06 -1.31
H 1.3210 1.1871 -5.9616 -1.56 -1.13 1.31
H 0.3236 -1.4970 -4.7909 1.29 1.85 1.20
H 2.4450 -1.7785 -3.8327 -0.17 1.20 -0.84
H 3.9408 0.6669 -4.2526 -1.77 -1.20 1.62
H 2.4877 1.0323 -3.0907 0.95 -2.15 -1.02
H 3.7131 -0.3962 -2.6592 -1.38 1.20 -2.04
C -0.8446 -1.2395 0.3568 -0.29 -0.20 0.04
C -0.3103 0.1070 0.9292 0.58 -0.98 -1.48
C 0.9300 -0.1330 1.8356 -0.14 0.22 0.28
C 0.5858 -0.7088 3.2016 -0.03 0.00 0.02
C -0.4455 0.1699 3.9040 0.29 0.14 -0.28
C -1.7183 0.3980 3.0502 -1.42 -0.77 1.41
N -1.4134 0.8398 1.6401 2.69 4.04 1.19
O -1.0449 2.1961 1.6996 -1.33 -3.47 -0.50
C -2.5514 -0.9130 3.0484 0.09 -0.27 -0.19
C -2.6470 1.4067 3.8039 0.43 0.44 -0.52
C 0.2044 0.8495 -0.3522 -0.28 0.70 0.67
H -0.0750 -2.0190 0.3807 -0.01 0.18 0.02
H -1.7153 -1.6383 0.8668 0.10 0.06 0.18
H -1.1695 -1.1346 -0.6859 0.15 0.16 0.17
H 1.4671 0.8125 1.9900 -0.26 0.03 -0.10
H 1.6431 -0.8007 1.3370 -0.25 0.09 -0.20
H 0.2209 -1.7363 3.0982 -0.03 0.05 0.01
H 1.4930 -0.7643 3.8129 -0.10 -0.03 -0.07
H -0.7070 -0.2918 4.8645 -0.26 0.14 -0.23
H 0.0252 1.1328 4.1494 -0.19 -0.06 -0.18
H -3.3742 -0.8571 2.3267 0.17 0.02 0.06
H -3.0020 -1.1004 4.0315 0.20 0.31 -0.17
H -1.9551 -1.8032 2.8362 -0.06 0.11 -0.09
H -2.1535 2.3618 4.0160 -0.03 -0.20 -0.28
H -2.9594 1.0055 4.7766 0.23 -0.22 -0.34
H -3.5576 1.6091 3.2273 0.21 -0.03 0.02
H -0.6248 1.0996 -1.0259 0.10 -0.05 0.23
H 0.9030 0.2152 -0.9121 -0.25 -0.17 0.44
H 0.7448 1.7754 -0.1204 -0.27 -0.14 0.13

***

DFT total energy per entry: -5305.2763 -1994.2516 -4539.2181 -3331.0017 Ha